Formula: C21H29N3O2
Source: OMol25
Level of theory: the ωB97M-V functional and the def2-TZVPD basis

XYZ file:
```
55
Properties=species:S:1:pos:R:3:forces:R:3
C -1.1153 3.5475 0.3995 -0.2 -0.1 0.1
H -1.5079 4.5080 0.7246 0.0 0.1 0.0
C -1.8906 2.4123 1.0576 0.2 0.1 -0.2
H -2.9448 2.4840 0.7863 0.0 -0.1 0.1
H -1.8174 2.4927 2.1443 0.0 -0.1 0.1
C -1.3985 1.0264 0.6019 -0.4 -0.1 0.2
N -1.6106 0.8620 -0.8216 0.7 0.0 0.1
C -2.7944 0.8658 -1.4571 0.2 0.2 -0.5
O -3.8575 1.1249 -0.9279 -0.4 0.1 0.1
C -2.6815 0.4599 -2.9257 -0.3 -0.1 0.3
C -2.7162 -1.0343 -2.9634 -0.3 -0.1 -0.2
C -3.8334 -1.8090 -3.0776 0.1 0.4 -0.1
N -3.4995 -3.1341 -3.0011 -0.3 -0.3 0.0
C -2.1512 -3.2416 -2.8238 0.5 0.2 0.1
C -1.3505 -4.3682 -2.6854 0.0 -0.1 0.0
C 0.0025 -4.1730 -2.5130 -0.1 -0.1 0.0
C 0.5500 -2.8876 -2.4881 0.2 0.1 0.0
C -0.2371 -1.7674 -2.6302 0.0 0.0 0.0
C -1.6137 -1.9302 -2.7930 -0.2 -0.5 -0.1
H 0.2146 -0.7867 -2.6179 0.1 0.1 0.0
H 1.6157 -2.7751 -2.3545 0.1 0.0 0.0
H 0.6546 -5.0265 -2.3991 0.0 -0.1 0.0
H -1.7775 -5.3604 -2.7123 0.0 -0.1 0.0
H -4.1452 -3.9024 -3.0598 0.1 0.1 0.0
H -4.8534 -1.5035 -3.2097 -0.2 0.1 0.0
H -1.7566 0.8390 -3.3604 0.0 0.0 -0.1
H -3.5379 0.8665 -3.4634 0.1 0.1 0.1
H -0.7646 0.5945 -1.3131 -0.2 0.1 0.0
C -2.1259 -0.0948 1.3584 0.0 0.1 -0.1
H -1.9991 -0.0027 2.4341 0.0 0.0 0.1
H -3.1860 -0.0392 1.1236 -0.1 0.0 0.0
H -1.7470 -1.0635 1.0377 0.0 -0.1 0.0
C 0.1248 0.8773 0.7968 -0.6 0.1 0.1
O 0.8558 0.6247 -0.1433 0.4 -0.1 -0.3
N 0.5454 1.0314 2.0612 -0.1 0.1 0.4
H -0.1406 1.2544 2.7620 0.0 0.0 -0.1
C 1.9354 0.9298 2.4906 0.2 -0.1 -0.5
C 2.7981 2.0046 1.8243 0.0 0.1 0.3
C 4.2382 1.9051 2.3162 0.0 0.0 -0.3
C 4.8058 0.5192 2.0266 0.0 0.0 0.3
C 3.9451 -0.5547 2.6846 0.0 0.0 -0.3
C 2.5048 -0.4590 2.1922 0.1 0.0 0.3
H 1.8862 -1.2188 2.6754 0.0 0.0 0.0
H 2.4688 -0.6249 1.1156 0.0 0.0 0.0
H 4.3440 -1.5445 2.4563 0.0 0.0 0.1
H 3.9699 -0.4263 3.7700 0.0 0.0 0.1
H 5.8315 0.4525 2.3948 0.0 0.0 -0.1
H 4.8226 0.3556 0.9476 0.1 0.0 -0.1
H 4.8456 2.6678 1.8256 0.0 0.1 0.1
H 4.2698 2.0938 3.3925 0.1 0.0 0.1
H 2.3894 2.9932 2.0480 -0.1 0.0 0.0
H 2.7640 1.8556 0.7448 0.0 0.0 0.0
H 1.9377 1.0916 3.5747 0.0 0.0 -0.1
H -0.0583 3.5002 0.6556 0.1 0.1 0.0
H -1.2079 3.4881 -0.6819 0.0 0.0 -0.1
```
Positions in Å, forces in eV/Å.

Values from the calculation:
relative energy (zero: lowest compared OMol25 entry of this formula, charge and spin) = 1.0 kcal/mol
LUMO level = 0.7069 eV
E_tot = -30815.450 eV
frontier orbital gap = 0.3119 Eh
max |F| = 0.0131 hartree/bohr
SMILES = CC[C@@](C)(NC(=O)Cc1c[nH]c2ccccc12)C(=O)NC1CCCCC1
HOMO = -7.78 eV



Formula: C21H29N5
Source: OMol25
Level of theory: the ωB97M-V functional and the def2-TZVPD basis

XYZ file:
```
55
Properties=species:S:1:pos:R:3:forces:R:3
C -0.8164 -1.0675 -1.7738 0.2 0.0 0.1
C 0.1707 -0.9081 -0.6641 0.1 -0.2 -0.2
C 1.3406 -1.5984 -0.4774 -0.3 0.0 -0.5
N 1.9699 -1.1496 0.6687 -0.1 0.2 0.0
C 1.1979 -0.1900 1.2342 -0.8 0.6 -0.2
N 1.4653 0.4711 2.3651 0.4 -0.2 0.2
C 0.5452 1.3590 2.6750 0.3 0.0 0.2
N -0.5612 1.6570 2.0115 -0.5 0.2 -0.3
C -0.8344 0.9976 0.8832 0.4 -0.3 0.2
N -1.9970 1.2793 0.2455 -0.1 -0.2 -0.4
H -2.0896 0.9253 -0.6922 0.0 0.0 0.1
C -2.7922 2.4312 0.5947 0.0 0.4 0.1
H -3.8156 2.2519 0.2538 0.0 0.0 0.1
C -2.2511 3.7337 -0.0047 -0.1 -0.3 -0.1
H -2.8861 4.5615 0.3118 0.0 0.1 0.0
C -2.2274 3.6975 -1.5333 -0.1 0.2 0.3
N -2.1161 5.0270 -2.1095 0.0 -0.1 -0.1
C -2.3998 5.0092 -3.5291 0.0 0.0 0.1
H -1.6869 4.3930 -4.1013 0.0 0.0 0.0
H -2.3596 6.0278 -3.9120 0.0 0.0 -0.1
H -3.4040 4.6193 -3.6916 0.0 0.0 -0.1
C -0.8258 5.6315 -1.8501 -0.1 0.0 0.1
H 0.0082 5.0411 -2.2636 0.0 0.0 0.0
H -0.6810 5.7374 -0.7780 0.1 0.0 0.0
H -0.8037 6.6234 -2.2988 0.1 0.0 0.0
H -3.1738 3.2744 -1.8859 0.0 -0.1 0.0
H -1.4083 3.0401 -1.8830 -0.1 0.0 0.0
H -1.2487 3.8930 0.3924 0.0 0.1 0.1
H -2.7789 2.5077 1.6833 -0.2 0.0 -0.1
C 0.0576 0.0069 0.4264 0.6 0.0 0.5
H 0.7106 1.9228 3.5844 0.0 0.0 0.1
C 3.1530 -1.6725 1.2949 0.3 -0.1 0.5
H 3.7329 -2.2309 0.5582 0.0 0.1 0.0
H 3.7425 -0.8259 1.6584 0.0 -0.1 -0.1
C 2.7925 -2.5763 2.4894 0.0 0.1 -0.3
C 1.9386 -3.7234 2.0357 0.0 0.0 0.1
C 0.5584 -3.5823 1.9560 0.0 0.0 0.0
C -0.2265 -4.6080 1.4606 -0.1 0.0 0.0
C 0.3579 -5.7922 1.0447 -0.1 -0.1 -0.1
C 1.7312 -5.9470 1.1300 0.1 -0.1 -0.1
C 2.5156 -4.9167 1.6181 0.0 0.0 0.0
H 3.5886 -5.0388 1.6769 0.1 0.0 0.0
H 2.1928 -6.8707 0.8117 0.0 -0.1 0.0
H -0.2543 -6.5937 0.6582 -0.1 -0.1 0.0
H -1.2976 -4.4826 1.3991 -0.1 0.0 0.0
H 0.0976 -2.6616 2.2837 0.0 0.1 0.0
H 2.2563 -1.9677 3.2186 0.1 0.0 0.0
H 3.7167 -2.9387 2.9418 0.0 0.0 0.1
C 1.9596 -2.6583 -1.3196 0.0 0.1 0.1
H 2.9403 -2.3435 -1.6788 0.1 0.0 -0.1
H 1.3334 -2.8629 -2.1825 0.0 0.0 -0.1
H 2.0778 -3.5832 -0.7555 0.0 -0.1 0.0
H -0.8639 -0.1651 -2.3866 -0.1 0.0 -0.1
H -0.5408 -1.8962 -2.4206 -0.1 0.0 -0.1
H -1.8107 -1.2683 -1.3738 -0.1 0.0 -0.1
```
Positions in Å, forces in eV/Å.

Values from the calculation:
LUMO level = 0.7437 eV
E_tot = -29699.380 eV
frontier orbital gap = 0.3009 Eh
max |F| = 0.0203 hartree/bohr
SMILES = Cc1c(C)n(CCc2ccccc2)c2ncnc(NCCCN(C)C)c12
HOMO = -7.44 eV



Formula: C21H29N5O3S
Source: OMol25
Level of theory: the ωB97M-V functional and the def2-TZVPD basis

XYZ file:
```
59
Properties=species:S:1:pos:R:3:forces:R:3
C 0.6323 2.7601 -6.4141 0.0 0.0 0.0
C -0.4799 2.8469 -5.4118 0.0 0.2 0.0
C -1.3540 3.9237 -5.4095 0.1 -0.1 0.0
C -2.3986 3.9603 -4.5021 0.0 0.0 0.1
C -2.5738 2.9412 -3.5883 0.0 0.1 0.0
C -1.6828 1.8661 -3.5413 -0.1 0.2 -0.2
C -0.6514 1.8334 -4.4788 -0.1 0.0 0.1
H 0.0416 1.0063 -4.4990 0.1 -0.1 0.1
N -1.9160 0.8213 -2.6320 -0.3 -0.2 0.0
C -1.5300 -0.5221 -3.0124 0.2 -0.2 0.0
C -0.1282 -0.9378 -2.5397 -0.2 -0.2 -0.3
N 0.0051 -0.6860 -1.1182 0.1 0.2 -0.4
C 0.2098 -1.7253 -0.2788 0.2 0.2 0.4
O 0.3198 -2.8665 -0.6954 0.0 -0.4 0.1
C 0.3004 -1.4267 1.2122 -0.1 -0.4 -0.1
H 0.7589 -0.4525 1.4015 -0.1 0.0 -0.1
C 1.1841 -2.4809 1.8870 0.2 0.1 -0.8
N 1.2635 -2.2630 3.3158 0.8 0.7 0.3
S 2.2596 -0.9923 3.7579 0.1 -0.4 0.7
O 1.5635 0.2551 3.9009 -0.1 -0.2 0.2
O 3.4168 -1.0338 2.9100 0.0 -0.2 -0.1
C 2.7991 -1.5580 5.3447 -0.2 0.3 -0.4
C 2.3801 -1.4639 6.6470 -0.2 0.2 -0.5
N 3.2152 -2.1669 7.4473 0.0 -0.1 0.5
C 4.1264 -2.6787 6.6634 0.0 0.0 -0.1
N 3.9174 -2.3431 5.3736 0.1 -0.1 -0.1
H 4.4610 -2.5513 4.5504 0.1 -0.1 0.1
H 4.9403 -3.2904 6.9967 0.2 -0.1 -0.1
H 1.5442 -0.9269 7.0461 -0.2 0.2 0.0
C -0.0269 -2.2553 3.9750 -0.5 0.3 0.4
C -0.9992 -1.2544 3.3499 0.0 -0.1 -0.1
C -1.0974 -1.4839 1.8434 0.1 0.3 0.1
H -1.7499 -0.7311 1.3963 -0.1 0.0 0.0
H -1.5284 -2.4684 1.6422 0.0 0.0 -0.1
H -1.9804 -1.3634 3.8146 0.0 0.0 0.0
H -0.6308 -0.2460 3.5428 -0.1 0.0 0.0
H 0.1508 -2.0155 5.0250 -0.2 -0.2 0.1
H -0.4307 -3.2707 3.9082 0.1 0.0 0.1
H 2.2010 -2.4295 1.4974 -0.1 -0.2 -0.1
H 0.7845 -3.4810 1.7017 0.1 0.1 0.1
C -0.3023 0.6838 -0.7860 -0.4 0.1 0.2
H 0.3732 1.3419 -1.3473 0.0 0.0 0.1
H -0.1660 0.8733 0.2754 0.0 0.0 0.0
C -1.7606 1.0058 -1.1960 0.3 0.3 0.4
H -2.4095 0.2524 -0.7231 0.1 0.1 0.0
C -2.1448 2.3799 -0.6666 0.0 -0.3 -0.1
H -3.2029 2.5711 -0.8147 -0.1 0.1 0.0
H -1.9422 2.4174 0.4015 0.0 0.0 0.1
H -1.5699 3.1616 -1.1559 0.0 0.1 0.0
H 0.6499 -0.3727 -3.0627 0.0 0.0 0.0
H 0.0278 -2.0041 -2.7088 0.0 0.2 0.0
H -2.2554 -1.2077 -2.5563 0.1 0.0 -0.1
H -1.6054 -0.6181 -4.0959 0.0 -0.1 0.0
H -3.4213 2.9617 -2.9242 -0.1 0.0 0.1
H -3.0956 4.7856 -4.5188 -0.1 0.1 0.0
H -1.2269 4.7235 -6.1240 0.0 0.1 -0.1
H 1.5250 2.3242 -5.9699 0.1 0.0 0.0
H 0.3313 2.1275 -7.2500 0.1 0.0 -0.1
H 0.8787 3.7436 -6.8064 0.1 0.0 0.0
```
Positions in Å, forces in eV/Å.

Values from the calculation:
relative energy (zero: lowest compared OMol25 entry of this formula, charge and spin) = 39.8 kcal/mol
LUMO level = 0.6798 eV
E_tot = -46676.211 eV
frontier orbital gap = 0.3156 Eh
max |F| = 0.0206 hartree/bohr
SMILES = Cc1cccc(N2CCN(C(=O)[C@H]3CCCN(S(=O)(=O)c4cnc[nH]4)C3)C[C@H]2C)c1
HOMO = -7.91 eV



Formula: C21H29S
Source: OMol25
Level of theory: the ωB97M-V functional and the def2-TZVPD basis

XYZ file:
```
51
Properties=species:S:1:pos:R:3:forces:R:3
C 4.4436 -2.0842 1.4273 -0.2 0.1 0.0
C 2.9422 -1.8072 1.5515 0.1 -0.1 0.0
C 2.6522 -0.3795 2.0243 0.1 -0.2 0.0
C 1.1621 -0.1507 2.2750 0.9 1.1 0.1
S 0.2472 0.0115 0.7337 -0.9 -1.1 -1.1
C -1.3759 0.2103 1.4610 -0.5 -0.3 0.2
C -2.2275 -1.0358 1.2144 -0.1 -0.1 0.1
C -3.5967 -0.9523 1.8807 0.0 0.0 0.0
C -4.4539 -2.2003 1.6760 -0.1 0.0 0.0
H 4.6253 -3.0975 1.0645 0.0 0.1 0.0
H 4.9025 -1.3768 0.7297 0.0 -0.1 0.1
H 4.9383 -1.9763 2.3989 0.0 0.0 -0.2
H 2.4461 -1.9885 0.5874 0.1 0.0 0.1
H 2.4938 -2.5155 2.2633 0.1 0.1 -0.1
H 3.1870 -0.1989 2.9711 -0.1 0.0 -0.3
H 3.0235 0.3409 1.2745 0.0 -0.1 0.3
H 0.7295 -0.9959 2.8345 -0.1 0.4 -0.3
H 0.9713 0.8155 2.7498 0.2 -0.3 0.6
H -1.2043 0.3796 2.5324 -0.3 0.0 -0.3
H -1.8284 1.1095 1.0299 -0.1 -0.2 0.2
H -2.3405 -1.1800 0.1318 0.0 0.0 0.1
H -1.6834 -1.9129 1.5893 -0.1 0.1 -0.1
H -3.4628 -0.7816 2.9535 0.0 0.0 0.0
H -4.1149 -0.0693 1.4923 -0.1 0.0 0.0
H -5.4387 -2.0697 2.1394 0.2 0.0 -0.1
H -4.6099 -2.4094 0.6108 0.0 0.0 0.2
H -3.9916 -3.0855 2.1312 0.0 0.2 -0.1
C -0.2049 1.5906 -0.9324 0.4 0.8 -0.7
C 1.1509 1.8862 -1.4071 0.7 0.2 -0.3
C 1.8169 2.9637 -0.7896 0.1 -0.3 0.0
C 3.1917 3.1418 -0.9286 -0.1 0.2 0.1
C 3.9413 2.2521 -1.7064 -0.5 -0.1 0.2
C 3.2739 1.2536 -2.4283 -0.2 0.3 0.1
C 1.8866 1.1130 -2.3397 0.2 0.3 0.5
C -1.2677 0.9390 -1.7102 -0.2 -0.3 0.5
C -2.5966 1.3882 -1.5146 0.1 -0.2 0.1
C -3.6796 0.7050 -2.0663 -0.1 0.3 0.1
C -3.4705 -0.4018 -2.8960 0.5 0.4 0.4
C -2.1543 -0.7895 -3.1842 -0.1 0.1 0.2
C -1.0725 -0.1560 -2.5726 0.0 -0.2 -0.2
H -0.5840 2.3300 -0.2131 0.2 -0.2 -0.4
H 1.2202 3.6541 -0.1929 0.3 -0.2 0.1
H 3.6736 3.9705 -0.3965 -0.2 -0.4 -0.3
H 5.0241 2.3471 -1.7469 -0.2 0.0 -0.1
H 3.8396 0.5708 -3.0566 -0.1 0.2 0.0
H 1.3910 0.4146 -2.9953 0.2 -0.1 0.2
H -2.7522 2.2967 -0.9311 -0.1 -0.3 0.0
H -4.6959 1.0403 -1.8188 0.5 -0.2 -0.3
H -4.3220 -0.9514 -3.2864 0.2 0.1 -0.1
H -1.9769 -1.6240 -3.8556 0.0 0.1 0.1
H -0.0688 -0.5341 -2.7591 -0.5 -0.1 0.2
```
Positions in Å, forces in eV/Å.

Values from the calculation:
relative energy (zero: lowest compared OMol25 entry of this formula, charge and spin) = 11.6 kcal/mol
LUMO level = -5.0332 eV
E_tot = -33075.662 eV
charge = +1
frontier orbital gap = 0.2617 Eh
max |F| = 0.0345 hartree/bohr
HOMO = -12.15 eV